[1]
{"formula": "C19H28CoIO2", "method": "wB97M-V/def2-TZVPD", "symbols": ["O", "C", "C", "H", "H", "C", "H", "H", "C", "H", "H", "H", "C", "H", "H", "H", "Co", "C", "C", "C", "H", "C", "C", "H", "H", "H", "H", "C", "C", "C", "H", "C", "C", "H", "H", "H", "H", "O", "C", "C", "H", "H", "C", "H", "H", "C", "H", "H", "H", "H", "I"], "coordinates": [[-0.4483, 2.4550, -0.5481], [-0.0238, 1.1298, -1.0367], [0.6886, 1.6617, -2.2688], [-0.6818, 0.2797, -1.2938], [0.5695, 0.7334, -0.1998], [0.4372, 3.0185, -1.5642], [0.2140, 1.4645, -3.2421], [1.7334, 1.3267, -2.3109], [-0.3651, 4.1213, -2.2363], [-1.3274, 3.7158, -2.5889], [0.1817, 4.5525, -3.0801], [-0.5389, 4.9120, -1.4893], [1.7894, 3.4278, -1.0196], [2.3736, 2.5858, -0.6183], [1.7289, 4.1597, -0.2181], [2.3893, 3.9133, -1.7939], [0.0745, -2.7624, -0.0931], [1.9573, -2.3913, 0.4174], [1.7747, -3.7787, 0.1121], [1.3895, -3.8868, -1.2562], [1.9419, -4.6115, 0.7915], [1.2278, -2.5863, -1.7875], [1.5832, -1.6407, -0.7599], [1.6468, -0.5631, -0.8559], [2.2787, -1.9633, 1.3591], [1.3426, -4.8229, -1.8296], [1.0765, -2.3679, -2.8539], [3.2155, -0.4256, 3.3148], [3.2701, 0.6254, 2.3523], [1.9518, 1.1608, 2.1900], [4.1648, 0.9858, 1.8537], [1.0831, 0.4424, 3.0578], [1.8442, -0.5742, 3.7161], [1.4497, -1.2912, 4.4353], [4.0722, -0.9365, 3.7622], [1.6525, 1.9588, 1.5104], [0.0195, 0.6171, 3.1896], [-2.1815, -1.5029, -0.2555], [-2.6650, -0.1611, -0.4234], [-4.1915, -0.0937, -0.2989], [-2.4000, 0.2397, -1.4063], [-2.2295, 0.4836, 0.3547], [-4.5986, -1.4801, 0.2032], [-4.6886, 0.1543, -1.2468], [-4.4548, 0.7047, 0.4080], [-3.2402, -2.1003, 0.5546], [-5.0762, -2.0841, -0.5820], [-5.2620, -1.4139, 1.0775], [-3.1871, -3.1953, 0.5288], [-2.9780, -1.7987, 1.5901], [-0.5841, -2.3977, 2.3786]], "orbital_gap_ev": [8.10, 6.30], "energy_ev": -69974.2816, "de_lowest_ev": 1.080, "total_charge": 0, "multiplicity": 5, "lumo_energy_ha": [0.019, -0.051], "homo_ev": [-7.58, -7.69]}



[2]
{"formula": "C6H11NO2", "method": "wB97M-V/def2-TZVPD", "symbols": ["C", "C", "C", "C", "C", "C", "N", "O", "O", "H", "H", "H", "H", "H", "H", "H", "H", "H", "H", "H"], "coordinates": [[-0.3872, -1.5955, -1.2351], [-0.5044, -1.1574, -0.0572], [-1.4773, -1.1092, 1.0840], [1.3769, 0.3393, 1.6573], [0.3864, 1.7429, -0.3874], [1.0688, 0.5549, 0.2127], [2.0055, -0.0809, -0.5916], [1.7809, -0.0486, -1.7941], [2.7646, -0.9599, -0.1195], [0.5037, -1.2343, -1.7274], [-1.0096, -2.2798, -1.7843], [-2.2681, -0.5608, 0.7990], [-0.8840, -0.8264, 1.9528], [-1.8568, -2.0897, 1.2885], [0.8115, 0.9949, 2.2505], [2.4831, 0.5674, 1.7871], [1.2379, -0.7172, 1.9757], [0.8625, 1.7458, -1.3591], [0.7753, 2.6183, 0.1298], [-0.7033, 1.7271, -0.2023]], "orbital_gap_ev": [8.37, 8.37], "energy_ev": -11978.6602, "de_lowest_ev": 7.608, "total_charge": 0, "multiplicity": 1, "lumo_energy_ha": [-0.017, -0.017], "homo_ev": [-8.83, -8.83]}



[3]
{"formula": "C4H6BiLiO", "method": "wB97M-V/def2-TZVPD", "symbols": ["C", "C", "H", "H", "H", "H", "Li", "O", "C", "C", "Bi", "H", "H"], "coordinates": [[0.3414, -0.7146, 0.8243], [0.5910, -1.6621, -0.2480], [1.2257, -0.0806, 0.9749], [0.0408, -1.1661, 1.7791], [0.9964, -1.2974, -1.1983], [0.7449, -2.7178, -0.0029], [-1.6233, -1.6997, -0.8725], [0.4158, 2.1651, -0.7840], [-0.6955, 1.6691, -0.2875], [-0.8286, 0.5779, 0.4853], [2.2326, 2.4963, -0.8454], [-1.8254, 0.2372, 0.7692], [-1.6158, 2.1926, -0.5940]], "orbital_gap_ev": [4.49, 5.95], "energy_ev": -12299.2011, "de_lowest_ev": 0.000, "total_charge": 3, "multiplicity": 2, "lumo_energy_ha": [-0.603, -0.605], "homo_ev": [-20.90, -22.40]}



- What is the formula in the first record?
  C19H28CoIO2